No. 1
Formula: C52H45BBrN3O9
Source: the OMol25 dataset
Level of theory: ωB97M-V with the def2-TZVPD basis set

ORCA input file:
```
! RIJCOSX wB97M-V def2-TZVPD def2/J DEFGRID3
* xyz 0 1
C 1.02 0.83 2.79
C 1.80 -0.40 2.28
C 1.27 -1.04 0.99
C 0.03 -1.95 1.04
Br -0.73 -2.10 2.89
C 0.17 -3.41 0.57
C 1.02 -4.40 1.37
N 2.47 -4.29 1.21
C -1.32 -3.83 0.56
O -1.74 -4.93 0.83
N -2.06 -2.72 0.22
C -1.18 -1.53 0.17
N -1.90 -0.34 0.62
B -0.82 -1.34 -1.40
O -1.83 -1.53 -2.33
O 0.43 -0.99 -1.83
C 0.97 -1.67 -2.98
C 2.36 -2.21 -2.65
H 1.71 1.65 3.00
H 0.31 1.21 2.05
H 0.49 0.61 3.71
H 1.90 -1.15 3.08
H 2.82 -0.08 2.06
H 1.06 -0.24 0.28
H 2.08 -1.66 0.59
H 0.55 -3.45 -0.46
H 0.78 -4.34 2.43
H 0.72 -5.39 1.02
H 2.84 -3.49 1.72
H 2.72 -4.17 0.24
H -2.93 -2.60 0.74
H -2.03 0.33 -0.14
H -1.35 0.16 1.31
H -2.40 -0.77 -2.47
H 0.30 -2.47 -3.29
H 1.05 -0.94 -3.79
H 2.39 -2.46 -1.59
H 2.57 -3.12 -3.22
H 3.13 -1.46 -2.82
O -4.80 -3.01 2.21
C -5.46 -3.31 3.18
C -5.03 -4.39 4.10
C -3.83 -5.06 3.85
C -3.40 -6.05 4.72
C -4.16 -6.38 5.83
C -5.35 -5.73 6.08
C -5.79 -4.74 5.22
C -7.09 -4.06 5.50
O -7.79 -4.39 6.44
C -7.51 -2.96 4.58
C -8.70 -2.29 4.84
C -9.10 -1.25 4.02
C -8.31 -0.87 2.94
C -7.13 -1.54 2.67
C -6.73 -2.59 3.49
H -3.25 -4.79 2.98
H -2.47 -6.56 4.52
H -3.81 -7.15 6.51
H -5.95 -5.98 6.95
H -9.30 -2.59 5.68
H -10.02 -0.72 4.22
H -8.62 -0.05 2.30
H -6.50 -1.26 1.83
O 2.51 0.79 -11.09
C 2.64 0.33 -9.97
C 2.42 -1.12 -9.71
C 2.09 -1.95 -10.77
C 1.91 -3.31 -10.55
C 2.06 -3.84 -9.27
C 2.38 -3.01 -8.21
C 2.56 -1.64 -8.42
C 2.89 -0.77 -7.26
O 2.96 -1.22 -6.14
C 3.13 0.68 -7.53
C 3.47 1.51 -6.47
C 3.71 2.85 -6.70
C 3.62 3.37 -7.99
C 3.28 2.55 -9.05
C 3.02 1.20 -8.82
H 1.97 -1.53 -11.76
H 1.65 -3.96 -11.38
H 1.93 -4.90 -9.11
H 2.50 -3.40 -7.21
H 3.54 1.10 -5.48
H 3.98 3.50 -5.88
H 3.82 4.42 -8.17
H 3.20 2.93 -10.05
O 3.92 9.14 4.59
C 3.35 8.11 4.27
C 3.88 7.24 3.18
C 5.06 7.61 2.54
C 5.59 6.80 1.55
C 4.94 5.62 1.20
C 3.76 5.26 1.82
C 3.23 6.07 2.82
C 1.95 5.66 3.47
O 1.35 4.67 3.11
C 1.43 6.52 4.57
C 0.26 6.15 5.22
C -0.23 6.92 6.26
C 0.45 8.06 6.66
C 1.61 8.44 6.01
C 2.10 7.68 4.96
H 5.55 8.52 2.84
H 6.51 7.08 1.06
H 5.36 4.98 0.43
H 3.25 4.35 1.55
H -0.26 5.25 4.90
H -1.14 6.63 6.76
H 0.07 8.66 7.48
H 2.15 9.33 6.31
*
```

## Properties
- total energy (eV) = -148275.2687
- frontier orbital gap (eV) = 7.8
- max |F| (eV/A) = 0.89
- E_HOMO (eV) = -8.98
- M (g/mol) = 946.66
- LUMO energy (eV) = -1.17
- SMILES string = CCC[C@]1(Br)[C@@H](CN)C(=O)N[C@]1(N)B(O)OCC.O=C1c2ccccc2C(=O)c2ccccc21.O=C1c2ccccc2C(=O)c2ccccc21.O=C1c2ccccc2C(=O)c2ccccc21

---

No. 2
Formula: C52H46BeO3P2S3
Source: the OMol25 dataset
Level of theory: ωB97M-V with the def2-TZVPD basis set

ORCA input file:
```
! RIJCOSX wB97M-V def2-TZVPD def2/J DEFGRID3
* xyz 2 1
Be -0.45 -0.51 0.28
O -1.13 -0.60 3.07
S -0.71 0.49 2.17
C 0.96 0.94 2.67
C 1.20 1.51 3.90
C 2.51 1.75 4.30
C 3.56 1.40 3.47
C 3.32 0.81 2.24
C 2.01 0.58 1.82
P 1.70 -0.16 0.18
C 2.94 0.68 -0.84
C 2.62 1.88 -1.49
C 3.61 2.57 -2.17
C 4.90 2.08 -2.22
C 5.22 0.88 -1.60
C 4.24 0.18 -0.91
C 2.35 -1.85 0.30
C 2.49 -2.56 -0.90
C 2.87 -3.89 -0.88
C 3.11 -4.52 0.33
C 2.96 -3.83 1.52
C 2.58 -2.50 1.51
C -1.63 1.96 2.63
C -2.35 2.01 3.80
C -2.98 3.20 4.14
C -2.86 4.30 3.30
C -2.17 4.21 2.11
C -1.56 3.02 1.73
P -0.52 2.68 0.24
C -1.62 3.01 -1.20
C -2.69 3.90 -1.23
C -3.38 4.11 -2.41
C -3.02 3.45 -3.58
C -1.97 2.55 -3.55
C -1.28 2.32 -2.37
C 0.50 4.19 0.27
C 1.15 4.50 1.47
C 2.03 5.55 1.51
C 2.29 6.29 0.37
C 1.66 5.98 -0.82
C 0.77 4.92 -0.87
H 0.37 1.76 4.55
H 2.70 2.21 5.26
H 4.58 1.58 3.78
H 4.13 0.54 1.59
H 1.61 2.26 -1.45
H 3.36 3.50 -2.66
H 5.66 2.63 -2.75
H 6.22 0.49 -1.65
H 4.49 -0.76 -0.44
H 2.30 -2.06 -1.84
H 2.98 -4.43 -1.81
H 3.40 -5.56 0.34
H 3.14 -4.32 2.46
H 2.46 -1.96 2.44
H -2.41 1.14 4.43
H -3.54 3.27 5.06
H -3.32 5.24 3.59
H -2.07 5.09 1.48
H -2.99 4.43 -0.34
H -4.21 4.80 -2.44
H -3.53 3.65 -4.50
H -1.67 2.02 -4.44
H -0.46 1.62 -2.36
H 0.94 3.92 2.36
H 2.53 5.80 2.44
H 2.99 7.11 0.41
H 1.86 6.56 -1.71
H 0.27 4.68 -1.81
O -1.60 -0.02 -0.56
S -2.82 -0.11 -1.48
C -3.77 -1.46 -0.67
C -3.00 -2.77 -0.59
C -3.26 -3.56 0.69
C -2.61 -2.99 1.94
S -0.78 -2.87 1.98
O -0.43 -1.96 0.78
C -0.42 -4.50 1.32
C -0.34 -5.53 2.25
C -0.09 -6.82 1.81
C 0.07 -7.07 0.46
C 0.01 -6.04 -0.46
C -0.23 -4.74 -0.03
C -2.20 -0.99 -2.93
C -3.07 -1.15 -4.00
C -2.62 -1.79 -5.14
C -1.30 -2.24 -5.21
C -0.44 -2.06 -4.14
C -0.89 -1.42 -2.99
H -4.70 -1.57 -1.23
H -4.00 -1.05 0.31
H -1.94 -2.55 -0.63
H -3.24 -3.40 -1.45
H -2.91 -4.58 0.53
H -4.34 -3.61 0.88
H -2.85 -3.63 2.80
H -2.94 -1.98 2.17
H -0.47 -5.32 3.30
H -0.01 -7.62 2.52
H 0.26 -8.08 0.12
H 0.13 -6.24 -1.52
H -0.24 -3.92 -0.74
H -4.07 -0.76 -3.94
H -3.29 -1.93 -5.98
H -0.95 -2.72 -6.11
H 0.58 -2.40 -4.20
H -0.21 -1.25 -2.16
*
```

## Properties
- total energy (eV) = -112287.1409
- frontier orbital gap (eV) = 8.4
- max |F| (eV/A) = 1.66
- E_HOMO (eV) = -12.83
- M (g/mol) = 886.10
- LUMO energy (eV) = -4.45

---

No. 3
Formula: C52H47AlClF3NO14
Source: the OMol25 dataset
Level of theory: ωB97M-V with the def2-TZVPD basis set

ORCA input file:
```
! RIJCOSX wB97M-V def2-TZVPD def2/J DEFGRID3
* xyz -1 1
C -4.03 0.74 3.16
C -2.83 0.82 3.20
C -1.29 0.77 3.20
Al -0.37 2.57 2.89
C 1.61 2.33 3.34
C 2.37 1.29 2.38
C 2.13 -0.24 2.82
C 1.53 -1.12 1.65
N 1.16 -2.53 2.00
C 1.74 -2.99 3.29
C -0.26 -2.78 1.90
C -1.32 -2.56 3.04
O -0.67 -3.25 0.85
C -0.55 3.30 0.99
C -0.37 2.21 -0.15
C -1.69 1.70 -0.76
F -1.62 0.50 -1.55
C -2.98 2.31 -0.67
F -3.30 3.40 -1.48
F -3.96 1.89 0.17
C -1.07 3.99 4.23
C -2.62 4.06 4.23
O -3.23 4.39 3.25
Cl -3.49 3.59 5.77
H -5.10 0.52 2.95
H -0.96 0.03 2.43
H -0.97 0.38 4.21
H 1.65 1.87 4.38
H 2.13 3.34 3.35
H 3.48 1.52 2.49
H 2.14 1.44 1.29
H 1.49 -0.23 3.74
H 3.17 -0.64 3.03
H 0.67 -0.61 1.13
H 2.35 -1.20 0.86
H 1.50 -4.10 3.38
H 1.31 -2.51 4.21
H 2.85 -2.89 3.20
H -0.90 -2.16 4.00
H -1.85 -3.52 3.29
H -2.13 -1.84 2.71
H 0.31 4.03 0.86
H -1.49 3.90 0.84
H 0.26 1.33 0.15
H 0.20 2.72 -1.00
H -0.62 4.97 3.92
H -0.69 3.71 5.25
C 8.67 0.02 2.46
C 7.44 -0.22 2.90
C 6.33 0.71 2.63
O 5.20 0.50 3.02
C 6.64 1.93 1.84
C 7.87 2.18 1.40
C 8.98 1.24 1.68
O 10.11 1.46 1.28
H 9.50 -0.66 2.65
H 7.19 -1.11 3.47
H 5.81 2.61 1.65
H 8.12 3.06 0.83
C 2.93 1.47 -3.51
C 2.80 1.27 -2.20
C 3.95 1.43 -1.28
O 3.83 1.25 -0.09
C 5.25 1.84 -1.87
C 5.38 2.04 -3.18
C 4.23 1.88 -4.10
O 4.35 2.07 -5.29
H 2.10 1.35 -4.20
H 1.86 0.97 -1.75
H 6.07 1.96 -1.18
H 6.32 2.34 -3.63
C -5.29 -2.10 -4.36
C -5.36 -2.95 -3.34
C -4.25 -3.07 -2.37
O -4.31 -3.85 -1.44
C -3.07 -2.20 -2.57
C -3.01 -1.34 -3.59
C -4.11 -1.23 -4.56
O -4.06 -0.45 -5.50
H -6.09 -2.01 -5.09
H -6.21 -3.60 -3.18
H -2.27 -2.29 -1.84
H -2.15 -0.70 -3.75
C 3.31 -6.28 -0.98
C 3.63 -5.20 -0.26
C 3.76 -5.27 1.21
O 4.05 -4.28 1.86
C 3.52 -6.58 1.86
C 3.20 -7.65 1.15
C 3.07 -7.59 -0.33
O 2.79 -8.57 -0.98
H 3.21 -6.25 -2.05
H 3.80 -4.24 -0.72
H 3.62 -6.60 2.94
H 3.03 -8.62 1.61
C -8.78 3.61 5.08
C -9.28 2.69 4.26
C -8.51 2.20 3.09
O -8.97 1.37 2.34
C -7.16 2.77 2.88
C -6.65 3.68 3.71
C -7.43 4.17 4.88
O -6.97 5.00 5.63
H -9.33 3.98 5.94
H -10.27 2.27 4.39
H -6.61 2.40 2.03
H -5.67 4.10 3.57
C -1.02 -0.04 -10.74
C -1.58 -1.20 -10.39
C -2.26 -1.36 -9.08
O -2.77 -2.41 -8.76
C -2.28 -0.19 -8.18
C -1.72 0.97 -8.52
C -1.04 1.13 -9.83
O -0.53 2.19 -10.15
H -0.52 0.10 -11.69
H -1.57 -2.06 -11.04
H -2.78 -0.32 -7.22
H -1.73 1.84 -7.87
*
```

## Properties
- relative energy (zero: lowest compared OMol25 entry of this formula, charge and spin) (eV) = 3.3912
- total energy (eV) = -112100.0299
- frontier orbital gap (eV) = 4.4
- max |F| (eV/A) = 3.61
- E_HOMO (eV) = -4.53
- M (g/mol) = 1029.37
- LUMO energy (eV) = -0.11

---

No. 4
Formula: C52H48Br4N8O16
Source: the OMol25 dataset
Level of theory: ωB97M-V with the def2-TZVPD basis set

ORCA input file:
```
! RIJCOSX wB97M-V def2-TZVPD def2/J DEFGRID3
* xyz 0 1
O -18.86 13.06 9.53
N -17.92 13.25 8.78
O -17.01 12.43 8.49
C -17.84 14.51 8.03
C -18.81 15.48 8.21
C -18.68 16.72 7.52
C -17.62 16.93 6.66
C -16.63 15.97 6.56
C -16.71 14.77 7.23
H -19.56 15.43 8.99
H -19.48 17.44 7.64
H -17.54 17.88 6.15
H -15.74 16.03 5.95
H -15.83 14.14 7.22
O -20.90 13.86 16.97
N -20.06 13.35 16.23
O -19.87 13.80 15.11
C -19.29 12.18 16.78
C -18.12 11.78 16.11
C -17.48 10.63 16.51
C -17.98 9.81 17.52
C -19.08 10.30 18.26
C -19.77 11.44 17.90
H -17.69 12.41 15.35
H -16.60 10.21 16.04
H -17.57 8.91 17.94
H -19.32 9.72 19.14
H -20.72 11.73 18.32
O -16.75 18.12 15.39
N -16.41 18.41 14.24
O -17.04 19.12 13.50
C -15.14 17.79 13.71
C -14.19 17.19 14.53
C -13.07 16.55 14.03
C -12.93 16.40 12.67
C -13.83 17.08 11.82
C -14.91 17.74 12.34
H -14.34 17.20 15.60
H -12.32 16.19 14.73
H -12.12 15.82 12.25
H -13.73 17.14 10.75
H -15.68 18.13 11.70
O -11.91 1.03 11.72
N -11.17 1.88 12.06
O -11.20 3.02 11.65
C -10.08 1.41 12.99
C -10.25 0.19 13.69
C -9.33 -0.28 14.58
C -8.11 0.36 14.74
C -7.89 1.52 14.09
C -8.88 2.10 13.26
H -11.23 -0.26 13.57
H -9.61 -1.21 15.06
H -7.29 -0.10 15.27
H -7.01 2.12 14.24
H -8.72 3.00 12.69
O -8.59 15.34 6.42
N -8.31 15.14 5.26
O -9.04 14.75 4.37
C -6.88 15.38 4.80
C -6.49 15.45 3.41
C -5.17 15.59 2.98
C -4.19 15.56 4.01
C -4.53 15.58 5.33
C -5.85 15.54 5.76
H -7.25 15.32 2.66
H -4.98 15.57 1.92
H -3.20 15.45 3.61
H -3.83 15.54 6.15
H -5.99 15.56 6.83
O -3.36 3.20 8.43
N -3.17 4.43 8.53
O -4.08 5.23 8.81
C -1.88 4.92 8.20
C -1.72 6.33 8.02
C -0.48 6.83 7.85
C 0.56 5.91 7.71
C 0.41 4.55 7.89
C -0.78 4.05 8.24
H -2.54 7.04 7.98
H -0.39 7.83 7.45
H 1.48 6.34 7.34
H 1.29 3.92 7.92
H -0.89 2.98 8.37
O -16.94 9.68 2.84
N -17.00 8.83 3.71
O -16.04 8.22 4.08
C -18.32 8.62 4.35
C -18.47 7.59 5.34
C -19.65 7.48 6.14
C -20.67 8.43 5.85
C -20.53 9.38 4.81
C -19.37 9.50 4.11
H -17.60 7.03 5.66
H -19.73 7.00 7.10
H -21.47 8.44 6.57
H -21.35 10.02 4.52
H -19.40 10.23 3.31
O -8.41 8.45 -5.45
N -9.08 8.14 -4.51
O -9.66 7.06 -4.44
C -9.29 9.11 -3.42
C -9.25 10.48 -3.61
C -9.55 11.29 -2.55
C -9.88 10.81 -1.28
C -9.91 9.41 -1.09
C -9.63 8.60 -2.15
H -8.94 10.91 -4.55
H -9.54 12.36 -2.64
H -10.22 11.37 -0.42
H -10.23 8.99 -0.14
H -9.70 7.52 -2.03
Br -9.34 9.51 6.29
C -10.14 8.85 8.00
C -11.39 9.60 8.44
Br -11.83 9.18 10.33
H -9.35 8.85 8.75
H -10.26 7.78 7.83
H -12.26 9.42 7.81
H -11.20 10.67 8.35
Br -9.25 3.71 2.41
C -7.59 3.27 3.44
C -6.60 2.89 2.34
Br -4.89 2.38 3.20
H -7.75 2.49 4.19
H -7.40 4.15 4.05
H -6.45 3.67 1.59
H -7.00 2.09 1.73
*
```

## Properties
- relative energy (zero: lowest compared OMol25 entry of this formula, charge and spin) (eV) = 0.0000
- total energy (eV) = -379527.3962
- frontier orbital gap (eV) = 8.9
- max |F| (eV/A) = 3.87
- E_HOMO (eV) = -9.89
- M (g/mol) = 1360.61
- LUMO energy (eV) = -0.94
- SMILES string = O=[N+]([O-])c1ccccc1.O=[N+]([O-])c1ccccc1.O=[N+]([O-])c1ccccc1.O=[N+]([O-])c1ccccc1.O=[N+]([O-])c1ccccc1.O=[N+]([O-])c1ccccc1.O=[N+]([O-])c1ccccc1.O=[N+]([O-])c1ccccc1.BrCCBr.BrCCBr

---

Question: Among the records above, which one has the highest max |F|?
Answer: C52H48Br4N8O16

---

Question: The lowest E_HOMO belongs to which entry?
Answer: C52H46BeO3P2S3

---

Question: Among the records above, which one has the lowest E_HOMO?
Answer: C52H46BeO3P2S3